13
Properties=species:S:1:pos:R:3:forces:R:3:lowdin_charge:R:1 method="wB97M-V/def2-TZVPD" fmax_ev_per_a=1.37 gap_ev=6.666 homo_energy_ev=-1.4 total_charge=-2
Li 12.406458 0.341906 19.032828 -0.5 0.1 0.0 0.271
Cl 14.120147 -0.977182 19.948597 0.2 0.1 0.3 -0.489
Cl 11.302959 2.403023 19.775135 0.3 0.1 0.0 -0.652
Cl 10.670235 -0.976068 18.049796 0.1 -0.2 -0.2 -0.494
O 12.369623 0.422724 22.678691 -0.3 0.2 0.9 -0.118
H 12.735179 -0.340566 23.125888 0.1 -0.2 -0.2 0.003
H 12.872884 0.489251 21.867181 0.2 -0.1 -0.7 -0.074
O 13.055319 -3.176207 17.626630 0.5 -1.1 -0.7 -0.165
H 12.553235 -2.400005 17.874909 -0.7 0.7 0.3 -0.149
H 13.330080 -3.560688 18.459052 0.1 0.3 0.3 -0.014
O 13.214928 1.011076 17.331266 0.2 0.2 -0.4 -0.188
H 13.292464 0.476957 16.540734 -0.2 -0.5 0.0 0.034
H 13.760971 1.777778 17.157392 0.0 0.3 0.3 0.035


14
Properties=species:S:1:pos:R:3:forces:R:3:lowdin_charge:R:1 method="wB97M-V/def2-TZVPD" fmax_ev_per_a=1.33 gap_ev="7.204 / 5.592" homo_energy_ev="-8.6 / -7.8" total_charge=0
Si 0.980759 -1.762344 0.072546 0.3 -0.1 0.1 0.397
Si 1.844456 0.331931 -0.467727 0.5 0.4 -0.3 0.182
Si 0.730735 2.196648 0.320380 -1.2 -0.4 0.3 0.518
Si -2.588544 0.057363 0.159351 0.5 0.3 -0.3 -0.659
Cl -3.026498 -1.314789 1.628320 0.1 0.0 0.2 0.169
Cl -2.395758 -1.059885 -1.582153 0.1 0.1 0.0 0.146
Cl -4.317172 1.140433 -0.115603 0.0 0.2 0.1 0.168
H 2.098338 -2.653861 0.418694 0.2 0.0 0.1 -0.118
H 0.098764 -1.655537 1.228622 -0.3 0.1 0.2 -0.128
H 0.312034 -2.344885 -1.081397 -0.2 0.0 -0.3 -0.128
H 1.973385 0.578525 -1.917598 -0.2 -0.1 -0.1 -0.111
H 3.246481 0.491723 -0.019357 0.1 -0.1 0.2 -0.124
H 0.413613 3.441750 -0.382078 0.1 0.0 -0.5 -0.154
H 0.629407 2.552932 1.737997 0.2 -0.3 0.3 -0.156


10
Properties=species:S:1:pos:R:3:forces:R:3:lowdin_charge:R:1 method="wB97M-V/def2-TZVPD" fmax_ev_per_a=5.95 gap_ev=7.742 homo_energy_ev=-9.6 total_charge=0
N -2.659205 0.079976 -0.222194 1.1 -2.9 5.0 -0.209
P -1.331374 -0.586296 0.145516 2.3 2.0 -2.3 -0.279
Cl -1.548439 -1.687706 1.649278 -0.6 -1.9 2.6 0.430
Cl -0.411306 -1.839284 -1.253235 -0.8 -0.1 -0.1 0.189
N 0.189656 0.144630 0.478766 -1.9 0.3 0.1 -0.631
P 0.536925 1.679812 0.481156 -0.2 -0.3 -0.2 0.689
N 2.186658 1.625265 0.662821 0.2 -0.2 0.5 -0.683
P 3.200997 0.496682 0.349126 0.4 1.0 0.8 0.424
Cl 2.565851 -0.429941 -1.268483 0.1 -0.8 -1.2 0.166
H -2.729762 0.516865 -1.022747 -0.6 2.9 -5.1 -0.097


22
Properties=species:S:1:pos:R:3:forces:R:3:lowdin_charge:R:1 method="wB97M-V/def2-TZVPD" fmax_ev_per_a=6.90 gap_ev=1.782 homo_energy_ev=-7.5 total_charge=-1
Hg 10.464190 8.569408 -9.854530 0.0 0.0 0.0 0.029
Hg 5.077419 1.591430 -3.194203 0.0 0.0 0.0 0.003
S 0.481935 -0.084535 -13.778334 -3.3 3.9 2.4 0.282
O -0.277784 0.615425 -14.851230 0.7 -0.2 0.8 -0.040
O 1.729021 -0.604629 -14.016334 4.5 -1.1 -1.3 -0.113
O 0.479276 0.891387 -12.609253 0.1 -0.9 -2.1 -0.079
O -0.418565 -1.156040 -13.460032 -2.0 -1.7 0.2 -0.050
Cl 13.244923 0.640840 -13.148182 0.6 0.3 0.6 0.715
O 14.194330 -0.499335 -13.335785 -0.8 2.1 -0.1 -0.270
O 12.014041 0.297089 -13.769749 -0.7 -0.5 -0.1 -0.277
O 13.054978 0.661512 -11.669920 0.3 0.4 -1.5 -0.250
O 13.643242 1.949800 -13.676444 0.5 -2.2 1.2 -0.323
Cl 6.721196 4.598217 -9.621796 4.4 -1.1 2.8 0.630
O 8.061023 4.337015 -10.203183 -0.8 0.5 1.5 -0.248
O 6.465751 5.961247 -9.590493 -0.4 1.8 0.6 -0.280
O 5.894303 3.879511 -10.418782 -4.5 -2.7 -4.5 -0.207
O 6.479468 3.901306 -8.328254 1.3 1.5 -0.4 -0.239
Cl 7.496978 -3.677566 -7.981429 1.3 1.2 4.2 0.683
O 8.985721 -3.551837 -7.752182 -1.2 -1.6 1.4 -0.212
O 7.469899 -3.667338 -9.331178 -1.2 -0.1 -6.2 -0.235
O 6.699264 -4.783671 -7.481980 1.8 1.4 0.4 -0.286
O 7.114156 -2.385140 -7.407723 -0.7 -0.9 0.2 -0.232


15
Properties=species:S:1:pos:R:3:forces:R:3:lowdin_charge:R:1 method="wB97M-V/def2-TZVPD" fmax_ev_per_a=9.70 gap_ev=8.433 homo_energy_ev=-1.4 total_charge=-3
Cl -3.303454 4.550050 -4.040122 -6.2 0.2 3.5 0.551
O -3.296060 5.470253 -2.919238 4.2 0.9 0.9 -0.398
O -3.246018 3.207762 -3.561640 3.1 -1.3 -0.1 -0.354
O -4.649038 4.704938 -4.347580 -6.4 -0.2 -2.4 -0.450
O -2.725743 4.892557 -5.256770 5.1 0.5 -2.0 -0.349
Cl 0.770319 -3.619702 5.695632 3.4 -0.4 0.2 0.645
O 0.327239 -4.582258 4.727680 -1.2 0.9 -1.4 -0.395
O 2.008711 -2.917214 5.202779 -2.2 -1.1 0.8 -0.416
O -0.183676 -2.607258 6.092184 -0.3 -0.6 -0.3 -0.393
O 1.109138 -4.499745 6.812661 0.2 1.1 1.0 -0.441
Cl 2.597421 -0.917121 -1.732325 5.1 4.4 7.0 0.517
O 3.593389 -0.756081 -2.703860 2.5 1.7 -2.3 -0.389
O 2.011323 -2.072017 -2.021344 -5.8 -7.5 -2.1 -0.331
O 3.209384 -1.069799 -0.374671 0.2 0.0 -1.4 -0.439
O 1.777065 0.215635 -1.573387 -1.8 1.4 -1.3 -0.358


6
Properties=species:S:1:pos:R:3:forces:R:3:lowdin_charge:R:1 method="wB97M-V/def2-TZVPD" fmax_ev_per_a=4.63 gap_ev=8.729 homo_energy_ev=-10.3 total_charge=0
O -0.442900 0.150595 1.589665 -0.4 -0.3 0.8 -0.377
P -0.532290 0.201520 0.157576 2.5 -1.6 -3.6 0.018
Cl -0.503547 2.059741 -0.618410 -0.2 -0.9 0.1 0.371
Cl -1.938468 -0.924090 -0.932371 1.4 1.3 1.2 0.297
O 1.173595 -0.593945 -0.709660 -3.6 1.6 1.3 -0.871
Cl 2.243609 -0.893822 0.513201 0.3 -0.1 0.3 0.562


Calculated electronic energy, -44018.10557, -69191.41257, -69921.41843, -89475.10856, -62113.82217, -50950.51094 eV (same order as the records).